Entry 1:
The following is a quantum chemistry calculation of 2 unconnected molecules or ions with the total composition C3H12N2 at a distorted geometry, from the OMol25 dataset.

Last column: Mulliken charge in e.
Geometry (Å):
N 3.260 -0.001 -3.094  -0.486
C 4.243 1.007 -3.352  -0.271
N 5.572 0.575 -2.943  -0.569
H 3.001 -0.733 -3.722  0.186
H 3.208 -0.274 -2.105  0.172
H 4.286 1.238 -4.389  0.347
H 3.883 2.098 -2.865  0.199
H 5.545 0.358 -1.924  0.204
H 6.015 -0.157 -3.441  0.219
C -4.755 -1.123 3.110  -0.741
C -5.004 0.115 3.837  -0.683
H -4.533 -2.092 3.695  0.270
H -3.782 -0.885 2.526  0.210
H -5.583 -1.357 2.408  0.254
H -5.916 -0.088 4.527  0.219
H -4.211 0.307 4.671  0.246
H -5.230 1.013 3.062  0.224

2S+1: 1
structure (SMILES): NCN.CC
charge: 0
HOMO energy: -8.5 eV
ΔE to the lowest compared entry with this formula, charge and spin: 33.0 kcal per mole


Entry 2:
The following is a quantum chemistry calculation of a single C16H14N2OS molecule at a distorted geometry, from the OMol25 dataset.

Last column: Mulliken charge in e.
Geometry (Å):
C -1.115 -3.154 -1.148  -1.397
C -0.049 -2.178 -0.775  0.475
C 0.981 -2.517 0.100  -0.851
C 1.970 -1.595 0.399  1.151
C 3.103 -1.903 1.319  -1.720
C 1.872 -0.324 -0.192  0.662
C 2.875 0.644 0.016  -0.146
N 3.704 1.424 0.156  -0.555
C 0.763 -0.062 -1.005  0.353
S 0.465 1.564 -1.669  -0.146
C 0.392 2.489 -0.084  -1.051
C -0.178 1.605 1.006  0.335
O 0.460 1.394 2.014  -0.581
C -1.482 0.955 0.749  0.488
C -2.390 1.403 -0.208  -0.046
C -3.563 0.706 -0.426  -0.743
C -3.843 -0.441 0.300  -0.426
C -2.952 -0.885 1.263  -0.643
C -1.782 -0.189 1.490  -0.409
N -0.144 -0.965 -1.301  -0.460
H -0.693 -3.952 -1.758  0.405
H -1.548 -3.602 -0.256  0.338
H -1.889 -2.645 -1.714  0.325
H 1.010 -3.503 0.539  0.399
H 3.051 -1.256 2.195  0.352
H 3.072 -2.941 1.641  0.379
H 4.056 -1.707 0.828  0.383
H -0.246 3.349 -0.281  0.545
H 1.391 2.827 0.196  0.545
H -2.191 2.294 -0.782  0.299
H -4.262 1.057 -1.171  0.409
H -4.756 -0.987 0.115  0.406
H -3.170 -1.776 1.835  0.445
H -1.070 -0.522 2.232  0.480

2S+1: 1
structure (SMILES): Cc1cc(C)c(C#N)c(SCC(=O)c2ccccc2)n1
charge: 0
HOMO energy: -8.9 eV
ΔE to the lowest compared entry with this formula, charge and spin: 28.5 kcal per mole


Entry 3:
The following is a quantum chemistry calculation of a molecular structure, C3H4N2 at a distorted geometry, from the OMol25 dataset.

Last column: Mulliken charge in e.
Geometry (Å):
C 0.228 0.201 -0.781  -0.062
C 0.574 0.057 0.677  -0.049
N 1.283 -0.758 1.261  -0.459
C -1.264 0.259 -0.556  0.080
N -2.288 0.023 -1.117  -0.483
H 1.360 -0.757 2.276  0.292
H 0.619 -0.604 -1.414  0.304
H 0.530 1.192 -1.130  0.212
H -1.043 0.388 0.784  0.166

2S+1: 1
charge: 0
HOMO energy (spin up / spin down): -8.7 / -9.0 eV
ΔE to the lowest compared entry with this formula, charge and spin: 111.4 kcal per mole


Entry 4:
The following is a quantum chemistry calculation of a molecular structure, C24H58MgP2Si4 at a distorted geometry, from the OMol25 dataset.

Last column: Mulliken charge in e.
Geometry (Å):
P 1.651 -2.720 -4.462  1.856
P -1.242 -3.431 -3.064  1.780
C 0.746 -4.278 -4.934  -1.299
C -0.766 -4.232 -4.677  -1.261
H 1.230 -5.100 -4.383  0.401
H 0.958 -4.410 -6.003  0.566
H -1.303 -3.696 -5.474  0.432
H -1.172 -5.250 -4.621  0.539
C -0.907 -4.846 -1.935  -1.453
H -1.180 -4.560 -0.908  0.339
H 0.151 -5.149 -1.960  0.294
H -1.541 -5.678 -2.270  0.510
C -3.062 -3.459 -3.075  -1.436
H -3.408 -4.497 -3.175  0.440
H -3.435 -2.851 -3.909  0.383
H -3.417 -3.036 -2.125  0.329
C 3.383 -3.112 -4.880  -1.444
H 4.005 -2.235 -4.656  0.335
H 3.447 -3.359 -5.950  0.432
H 3.722 -3.963 -4.274  0.368
C 1.184 -1.619 -5.849  -1.542
H 0.103 -1.423 -5.859  0.308
H 1.485 -2.120 -6.779  0.486
H 1.727 -0.669 -5.742  0.345
Mg -0.017 2.902 -0.278  0.865
C -0.822 -1.220 -0.683  0.336
C 0.109 -2.097 -0.280  -0.613
C 1.210 -2.693 -1.091  -0.153
C 2.534 -1.923 -1.067  -0.749
C 2.649 -0.924 -2.172  -0.753
C 1.671 -0.186 -2.726  -0.169
C 0.233 -0.542 -2.951  0.004
C -0.821 -0.285 -1.855  0.228
C 2.053 2.583 -0.167  -1.314
H -1.680 -1.060 -0.012  0.148
H 0.060 -2.474 0.750  0.336
H 0.919 -2.804 -2.143  -0.973
H 1.395 -3.717 -0.731  0.688
H 2.653 -1.468 -0.071  0.355
H 3.381 -2.624 -1.165  0.382
H 3.685 -0.671 -2.430  0.504
H 1.923 0.835 -3.061  0.496
H 0.134 -1.617 -3.208  -1.845
H -0.091 -0.019 -3.874  0.542
H -0.760 0.786 -1.575  -1.043
H -1.813 -0.399 -2.335  0.486
H 2.613 3.460 0.178  0.475
H 2.300 2.360 -1.220  0.457
H 2.291 1.725 0.480  0.091
C 1.516 0.484 5.035  -1.144
Si 1.264 2.144 4.171  0.458
C 0.682 3.408 5.456  -1.002
C 2.938 2.729 3.515  -1.103
Si -0.247 1.912 2.409  0.113
Si -2.050 0.786 3.338  0.506
C -2.425 1.345 5.104  -1.095
C -3.600 1.047 2.298  -1.074
C -1.638 -1.057 3.355  -0.877
Si -1.036 4.046 1.987  -0.035
C -2.150 4.690 3.361  -1.113
C 0.442 5.195 1.813  -1.048
C -2.104 4.163 0.403  -1.259
H 2.190 0.644 5.892  0.357
H 1.993 -0.239 4.358  0.298
H 0.583 0.044 5.409  0.243
H 1.502 3.522 6.182  0.422
H 0.477 4.396 5.023  0.221
H -0.212 3.072 5.998  0.266
H 3.498 1.871 3.114  0.321
H 2.849 3.487 2.724  0.219
H 3.512 3.157 4.354  0.384
H -2.734 2.397 5.158  0.264
H -3.263 0.725 5.461  0.411
H -1.580 1.195 5.789  0.238
H -3.478 0.634 1.288  0.209
H -4.424 0.506 2.790  0.388
H -3.888 2.103 2.212  0.222
H -1.729 -1.492 2.348  0.049
H -0.622 -1.254 3.725  0.221
H -2.355 -1.566 4.019  0.443
H -1.645 4.764 4.331  0.281
H -2.469 5.700 3.064  0.451
H -3.054 4.082 3.496  0.236
H 0.968 5.152 0.847  0.368
H 0.032 6.209 1.928  0.406
H 1.189 5.029 2.601  0.125
H -1.663 4.067 -0.621  0.397
H -2.956 3.475 0.470  0.355
H -2.482 5.195 0.447  0.388

2S+1: 1
charge: 0
HOMO energy: -6.0 eV
ΔE to the lowest compared entry with this formula, charge and spin: 0.0 kcal per mole


Entry 5:
The following is a quantum chemistry calculation of a molecular structure, C34H46BN6O3ReSe at a distorted geometry, from the OMol25 dataset.

Last column: Mulliken charge in e.
Geometry (Å):
Re 0.775 -0.460 -0.120  1.544
C -0.538 6.433 1.088  -2.116
C 0.864 5.879 0.829  1.981
C 1.751 6.173 2.048  -1.583
C 1.443 6.578 -0.414  -1.582
C 0.854 4.385 0.560  0.344
C 2.035 3.711 0.243  -0.846
C 1.994 2.379 -0.097  -0.581
N 0.865 1.665 -0.113  -0.108
C -0.278 2.268 0.270  0.408
C -0.305 3.618 0.586  -0.572
C -1.463 1.394 0.350  0.163
C -2.736 1.861 0.612  -0.408
C -3.825 0.992 0.686  0.138
C -3.554 -0.354 0.469  -0.712
C -2.262 -0.766 0.216  -0.784
N -1.231 0.077 0.160  0.579
C -5.210 1.531 0.982  1.788
C -6.267 0.424 1.001  -2.170
C -5.201 2.218 2.357  -1.553
C -5.589 2.546 -0.109  -1.556
H -0.475 7.511 1.236  0.426
H -0.980 6.001 1.987  0.425
H -1.200 6.255 0.239  0.434
H 1.781 7.247 2.226  0.456
H 2.774 5.829 1.894  0.318
H 1.356 5.687 2.941  0.393
H 1.445 7.657 -0.260  0.450
H 0.841 6.357 -1.297  0.375
H 2.468 6.264 -0.611  0.352
H 2.989 4.218 0.253  0.514
H 2.898 1.859 -0.377  0.310
H -1.241 4.071 0.870  0.623
H -2.885 2.919 0.769  0.573
H -4.332 -1.102 0.504  0.543
H -2.033 -1.810 0.060  0.452
H -6.059 -0.315 1.776  0.424
H -6.331 -0.079 0.034  0.428
H -7.241 0.864 1.210  0.434
H -4.900 1.517 3.136  0.383
H -6.203 2.579 2.589  0.460
H -4.522 3.072 2.384  0.319
H -5.573 2.075 -1.093  0.379
H -4.914 3.403 -0.126  0.318
H -6.597 2.919 0.071  0.451
O -0.690 -1.060 2.871  -0.479
C 0.335 -0.399 2.921  -0.123
O 1.050 0.036 1.930  -0.438
H 0.682 -0.023 3.899  0.391
C -0.506 -8.510 -1.593  -1.532
C -0.241 -7.118 -1.101  0.666
C -0.005 -6.863 0.248  -0.937
C 0.230 -5.585 0.723  0.290
C 0.484 -5.381 2.192  -1.717
C 0.230 -4.511 -0.199  0.351
Se 0.569 -2.812 0.600  0.013
C -0.004 -4.744 -1.565  1.127
C -0.015 -3.645 -2.587  -0.881
C -0.231 -6.046 -1.983  -0.869
H -0.465 -9.231 -0.779  0.344
H 0.227 -8.796 -2.349  0.354
H -1.492 -8.568 -2.057  0.350
H -0.003 -7.688 0.950  0.305
H 0.420 -6.327 2.726  0.415
H -0.240 -4.686 2.622  0.347
H 1.474 -4.953 2.357  0.322
H 0.203 -2.683 -2.140  -0.922
H -0.988 -3.587 -3.078  0.440
H 0.727 -3.840 -3.363  0.482
H -0.408 -6.230 -3.038  0.476
B -0.012 0.073 -4.657  0.616
C 0.156 -0.265 -3.178  -0.082
N 0.385 -0.478 -2.055  -0.490
H 0.048 1.275 -4.737  -0.088
H 0.892 -0.458 -5.253  -0.088
H -1.069 -0.353 -5.035  -0.115
C 5.799 -1.829 1.730  -0.927
N 5.131 -1.307 0.543  0.157
C 5.817 -0.860 -0.523  -0.057
C 5.176 -0.358 -1.598  -1.398
C 3.757 -0.271 -1.558  0.876
N 3.056 -0.719 -0.505  -0.069
C 3.729 -1.306 0.562  -0.149
O 3.175 -1.810 1.512  -0.531
N 3.136 0.321 -2.580  0.044
H 6.861 -1.934 1.527  0.325
H 5.367 -2.789 2.000  0.311
H 5.647 -1.154 2.572  0.311
H 6.895 -0.925 -0.473  0.352
H 5.721 -0.009 -2.461  0.472
H 3.667 0.539 -3.405  0.246
H 2.134 0.318 -2.655  -0.104

expectation value of S²: 3.780
2S+1: 4
charge: +1
HOMO energy (spin up / spin down): -10.0 / -10.5 eV
ΔE to the lowest compared entry with this formula, charge and spin: 21.7 kcal per mole


Entry 6:
The following is a quantum chemistry calculation of a molecular structure, C34H16BrCl5CoN6OSe, from the OMol25 dataset.

Last column: Mulliken charge in e.
Geometry (Å):
Co 0.523 0.164 0.714  0.284
Br -4.489 -5.331 -0.131  -0.229
C -3.361 -3.911 0.435  -0.346
C -3.449 -3.440 1.762  -0.387
C -2.648 -2.424 2.191  -1.232
C -1.687 -1.794 1.332  0.073
O -0.980 -0.834 1.759  -0.218
C -1.614 -2.302 -0.008  1.259
C -0.683 -1.846 -0.985  -1.013
N 0.234 -0.942 -0.870  1.261
C 1.131 -0.785 -1.963  -0.431
C 1.551 -1.819 -2.749  -0.524
C 2.392 -1.589 -3.866  -1.227
C 2.801 -0.332 -4.187  -0.817
C 2.422 0.759 -3.363  0.786
C 2.803 2.097 -3.619  -0.871
C 2.407 3.087 -2.772  -1.139
C 1.669 2.732 -1.620  -0.024
N 1.313 1.510 -1.342  0.293
C 1.631 0.526 -2.223  0.378
C -2.467 -3.356 -0.423  -0.795
H -4.164 -3.892 2.438  0.413
H -2.713 -2.056 3.208  0.445
H -0.767 -2.340 -1.955  0.555
H 1.260 -2.833 -2.505  0.646
H 2.706 -2.432 -4.468  0.407
H 3.424 -0.152 -5.055  0.432
H 3.408 2.318 -4.491  0.445
H 2.680 4.120 -2.943  0.395
H 1.405 3.492 -0.889  0.463
H -2.393 -3.726 -1.439  0.476
Cl 1.367 -3.050 0.959  -0.156
C 2.698 -1.927 0.853  1.113
C 2.420 -0.560 0.892  -2.639
C 3.559 0.247 0.899  1.700
Cl 3.412 1.983 1.149  -0.188
C 4.864 -0.238 0.764  -0.084
Cl 6.227 0.825 0.731  -0.207
C 5.073 -1.608 0.647  0.359
Cl 6.664 -2.235 0.429  -0.197
C 3.978 -2.465 0.713  0.015
Cl 4.235 -4.168 0.598  -0.193
Se -2.550 6.269 4.028  0.240
N -2.862 5.478 2.465  -0.867
C -2.070 4.445 2.403  0.927
C -2.040 3.512 1.271  0.371
C -2.890 3.610 0.171  -0.770
C -2.804 2.659 -0.821  -1.070
C -1.870 1.635 -0.689  -0.307
N -1.057 1.541 0.350  0.350
C -1.136 2.462 1.312  -0.458
C -0.219 2.272 2.453  0.105
N 0.633 1.240 2.356  0.669
C 1.390 0.950 3.405  -0.327
C 1.375 1.707 4.573  -1.183
C 0.555 2.807 4.648  -0.586
C -0.272 3.096 3.562  0.424
C -1.204 4.230 3.543  0.959
N -1.307 5.092 4.514  -0.856
H -3.602 4.424 0.122  0.548
H -3.448 2.692 -1.689  0.456
H -1.769 0.862 -1.443  0.466
H 2.041 0.095 3.296  0.640
H 2.019 1.426 5.394  0.430
H 0.524 3.441 5.524  0.557

expectation value of S²: 0.783
2S+1: 2
charge: 0
HOMO energy (spin up / spin down): -7.2 / -7.2 eV
ΔE to the lowest compared entry with this formula, charge and spin: 0.0 kcal per mole